14
Properties=species:S:1:pos:R:3:forces:R:3 method="wB97M-V/def2-TZVPD" gap_ev=6.07 de_lowest_kcal_mol=145.8 energy_ev=-8263.0014
O 0.944274 1.465460 0.106335 -0.901 -0.339 0.457
N 1.994019 -0.457018 -0.380543 -1.624 -0.045 -0.685
N -1.544492 -0.837476 -0.142168 1.317 1.308 0.242
C -0.487895 -0.253602 -0.826901 -3.179 -2.844 -2.161
C -1.859455 -0.114659 1.018339 -0.860 -0.690 0.634
C 0.808702 0.031118 0.071055 4.085 1.658 0.725
H -1.123911 -0.405726 1.821877 0.411 0.232 -0.389
H 0.506253 -0.250793 1.096790 -0.421 -0.410 0.077
H -2.766469 -0.524650 1.471207 -0.209 0.300 -0.192
H -0.676515 0.674910 -1.376788 0.279 0.487 0.886
H 1.889473 1.608464 0.125944 0.443 0.080 -0.129
H -1.872157 0.976525 0.953925 0.157 0.018 -0.019
H -0.319068 -0.994002 -1.609986 0.880 0.190 -0.226
H 2.033066 -1.435699 -0.677019 -0.377 0.054 0.782

---

69
Properties=species:S:1:pos:R:3:forces:R:3 method="wB97M-V/def2-TZVPD" gap_ev="5.07 / 3.22" charge=+1 spin_multiplicity=4 de_lowest_kcal_mol=116.4 energy_ev=-76865.7496 s_squared=3.854
Cr -4.722288 -2.622390 0.226999 1.379 -0.567 1.770
O -1.770446 -2.126149 0.737944 -2.439 -0.238 -0.509
O 3.361452 -1.222892 -0.403595 -0.901 -0.144 0.507
O -4.292235 -5.603137 0.617461 -0.305 2.311 -0.288
O -5.266112 -1.983737 3.150600 0.398 -0.415 -2.018
O 1.396430 -1.680488 0.727177 0.842 1.231 -0.063
N 3.131235 1.453627 0.411137 -0.258 -0.349 0.433
C 5.862366 4.265147 -0.754751 -0.337 -0.097 0.212
C -2.907399 -2.327265 0.545552 2.022 0.345 0.345
C -6.417264 -1.357302 -0.061823 -0.649 0.172 0.031
C 1.662948 2.866425 1.617901 0.632 0.991 -0.561
C 1.410666 4.092851 2.250402 -1.009 -1.023 0.696
C 2.403082 0.452226 0.730083 1.308 1.978 0.099
C -4.440801 -1.402969 -1.504060 0.100 0.050 -0.133
C -0.344750 2.989439 3.546376 0.343 -0.579 -0.268
C -0.863654 0.072313 -2.507213 1.410 1.199 -0.047
C 2.906240 2.695393 0.829837 -1.260 -0.285 0.227
C -0.114972 1.768544 2.861177 -1.979 1.243 1.836
C 1.721125 -2.558728 1.859556 0.179 0.075 -0.218
C 0.379777 4.127239 3.207724 0.010 0.035 -0.185
C 5.803858 5.583597 -0.313026 -0.537 -0.300 0.360
C 4.888618 3.357912 -0.354231 0.608 0.292 -0.248
C 0.902173 -3.008667 -3.643983 -0.084 0.145 0.065
C 4.755678 5.978203 0.538144 -0.059 -0.210 0.013
C 3.774287 5.072408 0.936567 0.599 0.367 -0.360
C 2.448639 -0.862956 0.311281 0.744 -4.491 -1.255
C -5.049506 -2.252050 2.040582 -0.327 0.128 1.926
C -0.107737 -2.163571 -3.220295 0.222 0.358 0.069
C -5.276765 -0.739489 -0.574553 -0.016 1.921 -0.171
C 0.756031 1.790361 1.818094 -0.869 -1.259 -1.150
C 1.477497 -0.331743 -3.146950 -0.532 0.027 0.217
C 0.153706 -0.795376 -2.958713 1.128 -1.059 -0.570
C 3.838234 3.733768 0.497262 0.344 0.150 -0.395
C -6.732276 -2.672529 -0.452274 -1.387 -0.375 0.046
C -5.918676 -3.341671 -1.383812 -0.486 -0.367 -0.307
C 2.475293 -1.181406 -3.566852 0.063 -0.320 -0.024
C -2.102938 -0.333148 -2.274427 -5.783 -2.013 1.604
C -4.449034 -4.456426 0.499450 0.314 -2.260 0.572
C 2.193724 -2.524967 -3.819172 0.054 0.252 0.082
C -4.762956 -2.732181 -1.880497 0.634 -0.433 -1.611
C -3.250176 -0.783901 -1.971420 3.489 1.288 -1.009
C 0.526958 -3.432087 2.157902 -0.180 -0.183 -0.139
H 0.686481 -4.052567 -3.828236 -0.006 -0.007 -0.014
H 2.987164 -3.187951 -4.129227 0.035 -0.058 -0.056
H 0.334183 -4.116897 1.327108 0.078 0.085 0.094
H -4.099365 -3.275786 -2.581631 -0.560 0.479 0.578
H 0.549467 0.821912 1.025692 -1.391 3.154 0.953
H -5.028453 0.298211 -0.284849 -0.139 -0.831 -0.150
H -1.109540 -2.540293 -3.064361 -0.017 -0.026 -0.032
H -0.733028 0.912795 3.165763 0.414 0.246 -0.567
H 1.426600 0.629206 1.555454 2.159 -0.447 0.221
H 4.927568 2.334451 -0.693536 0.110 -0.051 -0.036
H -6.182861 -4.356293 -1.706331 0.246 0.437 0.305
H 2.045050 4.973657 2.045893 -2.603 -1.721 1.307
H 6.566422 6.288668 -0.615740 -0.060 0.050 0.057
H 6.671543 3.940822 -1.393023 -0.025 -0.019 -0.057
H -0.373729 -2.832778 2.280705 0.199 -0.003 0.118
H 1.974027 -1.916693 2.707410 0.017 -0.020 0.097
H 2.607309 -3.123293 1.568632 -0.035 -0.120 0.106
H 0.181261 5.063374 3.716499 -0.047 -0.079 0.023
H 3.486839 -0.813462 -3.674697 0.001 0.002 -0.041
H 1.702379 0.705655 -2.924533 -0.002 0.054 -0.080
H -1.104610 3.022113 4.322631 0.211 0.028 -0.095
H 0.665458 -4.029918 3.067302 0.226 0.206 -0.207
H -0.606424 1.104373 -2.298667 0.019 0.102 -0.069
H 4.737404 7.003726 0.892722 -0.148 -0.134 -0.022
H 2.930354 5.340309 1.578230 2.858 1.148 -1.461
H -7.613142 -3.176802 -0.028068 0.549 0.317 -0.290
H -7.068387 -0.818767 0.641295 0.484 -0.378 -0.262